{
  "formula": "C27H23Cl4KN8O3S",
  "method": "ωB97M-V with the def2-TZVPD basis set",
  "symbols": ["K", "Cl", "C", "C", "Cl", "C", "Cl", "C", "O", "C", "O", "C", "Cl", "C", "N", "C", "C", "S", "N", "C", "C", "H", "H", "H", "H", "H", "H", "H", "H", "H", "H", "H", "H", "N", "C", "C", "C", "C", "C", "C", "N", "C", "C", "C", "C", "N", "C", "C", "H", "H", "H", "H", "H", "H", "H", "H", "H", "N", "C", "O", "C", "C", "N", "C", "N", "H", "H"],
  "xyz": [[11.4497, 8.7552, 21.5658], [6.7559, 4.0378, 24.8350], [7.7953, 5.4221, 24.6931], [8.2127, 6.1577, 25.7721], [7.5983, 5.7433, 27.3723], [9.0712, 7.2754, 25.6162], [9.3902, 8.2508, 27.0203], [9.5753, 7.6923, 24.3642], [10.3612, 8.7365, 24.2313], [9.2307, 6.8315, 23.1836], [9.7122, 6.9969, 21.9786], [8.2674, 5.7758, 23.4082], [7.9186, 4.7190, 22.0368], [6.7364, 8.7194, 22.2728], [6.8667, 10.0857, 21.7398], [6.4343, 10.2759, 20.3641], [7.8381, 10.8699, 22.2658], [8.6032, 11.9859, 21.3083], [8.0868, 10.7702, 23.6099], [6.9950, 10.4081, 24.5318], [9.2366, 11.3350, 24.2147], [7.0630, 8.0150, 21.5323], [5.7354, 8.4967, 22.5881], [7.4053, 8.5311, 23.0800], [5.6135, 9.6118, 20.1907], [7.2217, 10.0250, 19.6785], [6.1331, 11.3306, 20.1982], [6.0352, 10.3317, 23.9669], [6.8808, 11.1564, 25.3143], [7.1569, 9.4329, 25.0055], [10.1347, 11.1115, 23.6145], [9.3127, 10.7891, 25.1898], [9.1637, 12.3976, 24.3074], [11.5568, 9.6380, 13.8514], [11.1964, 9.4695, 12.5305], [11.6174, 9.9724, 11.3068], [10.9823, 9.4722, 10.1742], [9.9942, 8.4571, 10.2100], [9.5782, 7.9444, 11.4441], [10.1883, 8.4435, 12.5834], [9.9516, 8.0705, 13.9172], [10.8151, 8.7598, 14.5972], [10.9489, 8.7347, 16.0691], [10.1278, 7.8880, 16.7976], [10.2325, 7.9236, 18.1959], [11.1009, 8.6885, 18.8377], [11.9027, 9.4736, 18.1225], [11.8916, 9.4962, 16.7471], [12.2961, 10.2022, 14.2340], [12.3493, 10.7484, 11.2291], [11.4096, 9.7167, 9.1958], [9.5660, 8.1002, 9.2846], [8.8540, 7.1278, 11.5036], [9.4742, 7.2182, 16.2639], [9.5190, 7.4126, 18.8266], [12.5814, 10.1124, 18.6458], [12.5582, 10.1065, 16.1662], [15.1458, 7.8161, 18.4172], [15.3608, 8.9587, 19.2168], [14.4330, 9.6555, 19.5453], [16.7485, 9.2124, 19.5107], [17.7362, 8.3237, 19.0688], [18.3838, 7.4424, 18.6641], [17.0863, 10.3302, 20.3065], [17.5785, 11.2288, 20.8669], [14.1829, 7.5454, 18.4096], [15.8335, 7.0848, 18.5555]],
  "forces_ev_per_a": [[-0.1206, 0.1177, 0.5807], [-0.1137, -0.0111, 0.3133], [0.2657, 0.0774, -0.7031], [-0.2735, 0.1053, 0.5335], [0.1152, 0.0469, -0.2866], [-0.5723, -0.3545, -0.5549], [0.2623, 0.2246, -0.0581], [1.1884, 0.7705, -0.5881], [-0.9594, -1.6264, -0.3265], [-0.7358, -1.0669, -0.7692], [-0.3126, 0.4748, 1.6293], [1.2409, 0.7369, 0.0478], [0.0227, 0.4262, 0.2735], [0.0871, 0.3177, -0.6881], [-0.1323, -0.7276, 0.6672], [0.0551, 0.8442, 0.6804], [-0.1772, 0.3122, 0.9329], [0.8810, 0.6842, -0.4421], [-2.0315, -0.6024, -1.1032], [-0.4987, -0.4643, -0.7842], [1.1898, -1.1100, 0.7268], [-0.0071, -0.4589, -0.6610], [-0.6493, -0.1020, 0.1060], [0.3883, 0.1707, 0.5829], [-0.6516, -0.3522, -0.0572], [0.5042, -0.0318, -0.4951], [0.1871, -0.6775, 0.0615], [0.7667, 0.2522, 0.4798], [0.1665, 0.1951, -0.0222], [0.1823, 0.1354, 0.0190], [-0.4475, 0.0087, 0.4403], [0.4224, 0.7946, -0.7489], [-0.1653, 0.9279, 0.3042], [0.1461, -0.0205, -0.3156], [-0.9636, -1.2899, -0.0573], [-0.7080, -0.1689, 0.1002], [0.3265, -0.8364, -0.5741], [0.3827, 0.5929, 0.9702], [0.1075, -0.0366, -0.8648], [0.2412, 0.5476, 0.8730], [0.4835, 0.0182, -0.9958], [-0.1099, 0.4749, 0.8102], [0.0719, -0.6662, -0.1677], [0.2715, 0.1254, 0.6025], [-0.5239, 0.0384, -0.7350], [-0.0199, 0.3726, 0.0756], [0.0681, 0.0626, -0.2461], [-0.6283, -0.0580, -0.6672], [-0.0563, 0.0432, -0.2477], [0.4497, 0.2079, -0.0571], [-0.4120, 0.3073, 0.3204], [0.0330, -0.0775, -0.0133], [0.1747, 0.3843, 0.0878], [-0.3308, 0.0297, 0.1479], [0.1126, -0.4732, 0.0553], [0.3012, 0.0414, 0.3366], [0.3483, 0.3744, 0.3191], [0.3821, 0.4879, 0.4000], [1.7980, -1.6081, -1.0709], [-1.4448, 1.1678, 0.7791], [-0.5638, 0.4831, 0.4383], [0.1597, -0.9701, -0.2302], [-0.0947, 0.7011, 0.2103], [1.3520, 0.9079, 0.1536], [-0.8566, -0.8750, -0.3510], [-0.2826, -0.3120, 0.0553], [-0.2929, -0.0139, -0.2323]],
  "multiplicity": 1,
  "de_lowest_kj_mol": 0.00,
  "charge": -2,
  "e_tot_ev": -123689.651
}

=====

{
  "formula": "ClH3N2",
  "method": "ωB97M-V with the def2-TZVPD basis set",
  "symbols": ["N", "N", "Cl", "H", "H", "H"],
  "xyz": [[-0.5177, -0.9821, -1.0564], [0.6282, 0.1182, 0.9048], [-0.2062, 1.1683, 1.8695], [-0.1246, -0.4862, -1.8167], [-1.2796, -0.4967, -0.5474], [1.4998, 0.6785, 0.6462]],
  "forces_ev_per_a": [[-1.1617, -1.9105, 1.2290], [1.6111, 1.0187, -0.3350], [-0.2558, 0.2546, 0.3717], [0.1492, 1.3657, -0.8261], [0.7344, 0.1618, -0.8337], [-1.0772, -0.8903, 0.3940]],
  "multiplicity": 3,
  "e_tot_ev": -15546.292
}

=====

{
  "formula": "C4H10N3",
  "method": "ωB97M-V with the def2-TZVPD basis set",
  "symbols": ["C", "C", "C", "C", "N", "N", "N", "H", "H", "H", "H", "H", "H", "H", "H", "H", "H"],
  "xyz": [[-0.9442, -1.3316, -0.0648], [0.3893, -1.3281, -0.0534], [-1.4530, 0.0150, 0.3974], [2.0163, 0.5347, -0.4083], [-0.1890, 0.7978, 0.1866], [-2.5207, 0.6053, -0.4608], [0.8721, -0.0234, 0.2521], [-1.6909, -2.0356, -0.2550], [1.0454, -2.0942, -0.2352], [-1.8601, -0.0455, 1.3819], [2.5802, 1.2191, 0.2114], [2.5052, -0.1566, -0.9223], [1.7267, 1.1283, -1.3414], [-0.2069, 1.7778, 0.2628], [-3.2657, 1.1030, -0.0353], [-2.9149, 0.1612, -1.2472], [1.7068, -0.5986, 1.6785]],
  "forces_ev_per_a": [[0.9272, 1.6983, 0.9300], [-3.0303, 0.6301, -0.4370], [-1.0799, 0.7596, -3.5629], [-1.1308, 4.2144, -1.1250], [-1.9402, -2.5566, 1.3679], [1.7021, 0.1636, 1.2236], [0.5023, 0.4645, 1.5243], [-0.3857, -1.5653, -0.2718], [1.6706, -1.4735, -0.3656], [0.3163, 0.2835, 1.1521], [0.2313, -0.3994, 0.2194], [2.8566, -3.5397, -1.0908], [-0.4857, -0.3078, 1.4404], [0.8603, 1.3202, 0.3237], [-0.2317, 0.3427, 1.0164], [0.3930, -1.0883, -0.9478], [-1.1753, 1.0537, -1.3969]],
  "multiplicity": 1,
  "de_lowest_kj_mol": 615.94,
  "charge": 1,
  "e_tot_ev": -8768.215
}

=====

{
  "formula": "C3H3NO2S2",
  "method": "ωB97M-V with the def2-TZVPD basis set",
  "symbols": ["C", "C", "C", "H", "H", "H", "N", "O", "O", "S", "S"],
  "xyz": [[-1.6951, -0.0706, 0.0550], [-0.3536, 0.0672, -0.6955], [1.8488, 0.6323, 0.6260], [-0.9628, -1.5601, 0.9842], [-0.6164, 0.1996, -1.7401], [2.5502, 1.2020, 1.2453], [1.9899, -0.6132, 0.4583], [-1.7799, -1.0172, 0.9871], [-2.6013, 0.6690, -0.1985], [0.5292, 1.5497, -0.0834], [0.8051, -1.3333, -0.5365]],
  "forces_ev_per_a": [[0.1461, 0.1201, -0.0814], [-0.1373, -0.0065, 0.2273], [0.0359, 0.0941, 0.2002], [-0.2284, 0.2300, -0.0301], [0.0971, 0.1502, -0.1089], [-0.1617, -0.2137, -0.2387], [-0.2123, -0.0229, -0.1169], [0.2396, -0.2685, 0.0796], [0.0516, -0.0374, 0.0289], [-0.0689, -0.2636, -0.1516], [0.2384, 0.2182, 0.1917]],
  "multiplicity": 1,
  "de_lowest_kj_mol": 1.89,
  "smiles": "O=C(O)[C@H]1SC=NS1",
  "e_tot_ev": -30414.857
}

=====

{
  "formula": "C13H20CuNPSe3Te",
  "method": "ωB97M-V with the def2-TZVPD basis set",
  "symbols": ["Cu", "Se", "Se", "Te", "Se", "C", "P", "C", "C", "C", "C", "C", "C", "C", "H", "H", "H", "H", "H", "H", "H", "H", "H", "H", "H", "C", "C", "C", "C", "C", "N", "H", "H", "H", "H", "H", "H", "H", "H", "H"],
  "xyz": [[0.1623, -0.1385, 0.8023], [-1.6454, -0.5930, -0.8988], [-2.3010, -2.6639, -0.3503], [-1.5663, -3.0920, 2.0250], [-0.9624, -0.8727, 2.8482], [3.0235, -2.1800, 1.3730], [2.0310, -1.2801, 0.1396], [3.2977, -0.2444, -0.6791], [1.7145, -2.5749, -1.1063], [1.8535, -2.3352, -2.4702], [1.5209, -3.3093, -3.4008], [1.0440, -4.5416, -2.9807], [0.8953, -4.7897, -1.6233], [1.2216, -3.8128, -0.6965], [2.4038, -2.9128, 1.8884], [3.3821, -1.4781, 2.1271], [3.8728, -2.6845, 0.9102], [4.0838, -0.8332, -1.1544], [3.7489, 0.3940, 0.0833], [2.8363, 0.4090, -1.4186], [2.2159, -1.3786, -2.8253], [1.6319, -3.1001, -4.4569], [0.7850, -5.3017, -3.7061], [0.5125, -5.7429, -1.2816], [1.0621, -4.0209, 0.3550], [1.5784, 5.1034, 1.6757], [1.4253, 3.7991, 2.4592], [0.4722, 3.9859, 3.6433], [2.7893, 3.2815, 2.9323], [0.8564, 2.7565, 1.5730], [0.4405, 1.9138, 0.9155], [1.9902, 5.8613, 2.3437], [0.6180, 5.4608, 1.3062], [2.2575, 4.9850, 0.8318], [0.8877, 4.7441, 4.3090], [0.3535, 3.0610, 4.2071], [-0.5097, 4.3197, 3.3105], [3.2288, 4.0180, 3.6071], [3.4668, 3.1357, 2.0912], [2.6880, 2.3393, 3.4703]],
  "forces_ev_per_a": [[-0.0510, -0.2032, -0.0357], [0.0055, -0.1880, 0.0184], [-0.1053, 0.2478, -0.3536], [0.1309, -0.1291, 0.2964], [0.0197, 0.1526, 0.0612], [0.0750, -0.0279, 0.1353], [-0.0976, 0.0895, -0.2605], [0.1068, 0.0387, 0.0710], [-0.0782, -0.0324, 0.0452], [0.0115, 0.0760, -0.0473], [-0.0073, -0.0289, 0.0065], [0.0080, 0.0184, 0.0151], [0.0084, 0.0031, -0.0383], [-0.0017, -0.0558, 0.0461], [-0.0429, 0.0153, -0.0199], [-0.0129, 0.0306, -0.0248], [-0.0098, 0.0006, -0.0066], [-0.0150, -0.0362, 0.0165], [-0.0200, 0.0038, -0.0051], [-0.0320, -0.0234, -0.0020], [0.0017, 0.0065, 0.0193], [0.0033, -0.0024, -0.0051], [-0.0064, -0.0012, -0.0014], [0.0020, -0.0051, -0.0068], [0.0344, 0.0454, -0.0134], [0.0315, 0.0761, 0.0055], [-0.1369, -0.3156, -0.1918], [0.0235, 0.0395, 0.0899], [0.0355, 0.0933, 0.0850], [0.0571, 0.2485, 0.0546], [0.1121, -0.0523, 0.1431], [0.0073, 0.0064, -0.0116], [-0.0113, -0.0221, -0.0100], [-0.0137, -0.0194, -0.0122], [-0.0087, -0.0019, 0.0018], [-0.0110, -0.0139, -0.0272], [-0.0103, -0.0089, -0.0108], [0.0123, -0.0112, -0.0101], [0.0017, -0.0040, -0.0069], [-0.0160, -0.0091, -0.0098]],
  "multiplicity": 2,
  "de_lowest_kj_mol": 10.30,
  "e_tot_ev": -272558.296
}

=====

{
  "formula": "C5H35NO11",
  "method": "ωB97M-V with the def2-TZVPD basis set",
  "symbols": ["C", "C", "C", "N", "C", "C", "H", "H", "H", "H", "H", "H", "H", "H", "H", "H", "H", "H", "H", "H", "H", "O", "H", "H", "O", "H", "H", "O", "H", "H", "O", "H", "H", "O", "H", "H", "O", "H", "H", "O", "H", "H", "O", "H", "H", "O", "H", "H", "O", "H", "H", "O"],
  "xyz": [[-1.3481, -0.8902, -2.1041], [-0.8150, -0.7367, -3.4784], [-1.9730, 0.3629, -1.5147], [-3.0706, 0.2610, -0.6058], [-3.6021, 1.5225, -0.0207], [-2.4677, 2.4032, 0.3940], [-0.6400, -1.4209, -1.4579], [-2.1111, -1.6975, -2.0356], [-0.2006, -1.4955, -3.9622], [-1.6205, -0.7097, -4.2561], [-0.2438, 0.1764, -3.5101], [-1.1351, 0.8595, -1.0062], [-2.1980, 1.0543, -2.3472], [-3.9137, -0.1735, -1.0023], [-4.2275, 1.2840, 0.8678], [-4.2552, 2.0635, -0.7479], [-2.0390, 2.9192, -0.4686], [-1.6392, 1.8217, 0.8295], [-2.6496, 3.1859, 1.1392], [-1.7514, -4.2995, -0.6245], [-1.3139, -2.8902, -0.1681], [-1.0740, -3.6296, -0.7540], [2.0355, -3.2165, 2.1796], [0.7748, -3.5546, 2.9827], [1.6395, -3.1554, 3.0593], [2.1068, -1.4244, 3.2379], [1.7547, -0.0587, 3.8221], [2.4476, -0.5210, 3.3444], [1.6696, -3.5058, -0.3491], [0.4523, -4.1950, -0.0272], [1.3213, -4.0036, 0.4107], [2.9512, 0.3218, 1.6218], [2.8685, 1.4291, 0.5449], [2.6191, 0.5187, 0.7342], [0.6602, 0.7134, 1.5934], [0.6518, 1.8036, 0.4981], [0.2822, 1.5680, 1.3509], [4.0326, 2.2964, -1.2440], [3.1658, 1.4498, -2.0348], [3.1291, 2.2901, -1.5851], [1.6403, 4.4578, -0.4052], [2.6239, 3.2695, -0.3129], [2.1241, 3.9155, 0.2273], [2.7145, -1.3962, -1.5970], [1.8902, -1.3429, -2.8884], [2.3066, -1.9525, -2.2762], [-1.3085, -1.1691, 1.1034], [-2.7343, -1.0228, 1.2147], [-2.0737, -1.7204, 1.3295], [0.2432, 2.6437, 2.9638], [1.6085, 2.8195, 3.5155], [0.6915, 2.7711, 3.8195]],
  "forces_ev_per_a": [[-1.7987, -3.0922, 1.1282], [-0.6842, 0.4108, -2.1827], [2.7194, -0.1307, 0.4189], [-2.3830, 2.2157, -2.1847], [0.5993, 0.2206, 1.6566], [1.2844, 0.7426, 0.2051], [0.4691, 1.0285, 0.2070], [-0.0030, 0.3951, -0.6780], [0.2505, -0.4837, 1.0378], [0.3072, 0.6129, 0.7741], [0.2519, 0.5660, -0.4105], [-0.4626, 0.3563, 0.1485], [-0.6716, 0.0818, 0.1804], [0.5779, -1.2123, 0.2966], [0.0987, -0.2269, -0.6908], [0.1529, -0.8695, 0.0109], [-0.0377, 0.0276, -0.0024], [-0.3889, 0.1165, -0.0576], [-0.6594, -0.3193, -0.2182], [-0.1252, -0.0533, 0.0506], [-0.1817, -0.6248, 0.0635], [-0.2520, 0.2469, -0.0926], [-0.3807, -0.4821, -0.0721], [-0.1749, -0.1811, -0.1842], [0.5257, 0.5659, 0.2735], [-0.0347, -0.3351, 0.2292], [0.0089, 0.2007, 0.2686], [-0.0191, 0.3635, -0.3601], [0.5946, -0.0754, 0.3508], [0.5029, -0.0860, 0.9272], [-0.6419, 0.2783, -1.3994], [-0.1227, -0.2377, 0.3999], [0.0216, -0.1291, 0.1394], [0.3824, -0.1454, -0.6122], [0.5328, 0.2240, -0.1626], [0.5252, 0.0851, 0.0781], [-1.2143, -0.2992, 0.0822], [0.2714, 0.4829, 0.0081], [-0.5122, -0.5579, -0.4371], [0.8642, -0.2666, -0.0726], [0.2030, -0.0045, 0.0165], [-0.7567, 0.8603, 0.1412], [0.0248, -0.4222, 0.1214], [-0.0367, -0.1013, -0.0763], [-0.0230, 0.0446, -0.1341], [0.0355, 0.0835, 0.4294], [0.5863, -0.4300, 0.4473], [-0.5605, -0.5136, 0.4760], [0.2019, 1.0343, -0.7463], [0.1135, 0.0346, 0.4560], [-0.0540, 0.1483, 0.3300], [0.0734, -0.1474, -0.5785]],
  "multiplicity": 2,
  "de_lowest_kj_mol": 0.00,
  "charge": 1,
  "e_tot_ev": -29756.449
}